1.
A gas-phase ion, C4H7N4 (charge +1) at a distorted geometry, computed with the ωB97M-V functional and the def2-TZVPD basis.

As for the total energy: -10212.496 eV. As for the total charge: +1. The orbital gap (alpha / beta) comes out at 0.3263 / 0.3262 Eh. The LUMO energy (alpha / beta) is -5.62 / -5.62 eV.

XYZ file:
```
15
C4H7N4 | the Open Molecules 2025 dataset | the ωB97M-V functional and the def2-TZVPD basis
C -1.71375 1.28497 0.06425
N -1.67738 -0.09690 -0.21586
C -0.44119 -0.84738 -0.13512
C -0.55574 -2.22541 -0.13803
N -0.73136 -3.33077 -0.37753
C 0.85782 -0.23007 -0.10385
N 1.59979 -0.54309 0.95165
N 1.35491 0.57544 -0.94665
H -2.30712 1.16729 0.93367
H -2.49823 1.79516 -0.51294
H -0.80723 1.86853 0.26409
H 1.16971 -1.00790 1.74329
H 2.53680 -0.25220 1.25976
H 0.94324 0.79233 -1.86245
H 2.26974 1.05000 -0.92427
```

These are the Löwdin partial charges, in e, on atoms 1 to 2: C -0.112; N 0.137

***

2.
2 unconnected molecules or ions with the total composition C3H6FNO3 at a distorted geometry, computed with the ωB97M-V functional and the def2-TZVPD basis.

As for the total energy: -13556.824 eV. As for the total charge: 0. The orbital gap comes out at 0.4108 Eh. The LUMO energy is 0.56 eV.

XYZ file:
```
14
C3H6FNO3 | the Open Molecules 2025 dataset | the ωB97M-V functional and the def2-TZVPD basis
O -1.17493 -3.24267 -0.85858
C -1.37011 -2.08999 -0.81414
N -1.63521 -0.87848 -0.67462
C -2.06056 0.57843 -0.52355
O -1.27383 1.39593 -1.29843
F -2.01261 0.93911 0.79963
H -3.12406 0.85048 -0.88600
H -0.33773 1.06146 -1.37461
C 2.17985 -0.15720 1.05954
O 2.30611 0.99810 0.16731
H 2.56794 -0.92262 0.41161
H 1.21494 -0.30176 1.57122
H 2.91129 0.10635 1.83902
H 1.80891 1.66287 0.58158
```

These are the Löwdin partial charges, in e, on atoms 1 to 2: O 0.150; C -0.291

***

3.
A molecular structure, C18H33AlN2O3PS at a distorted geometry, computed with the ωB97M-V functional and the def2-TZVPD basis.

As for the total energy: -55037.379 eV. As for the total charge: -1. The orbital gap comes out at 0.2868 Eh. The LUMO energy is 2.61 eV.

XYZ file:
```
59
C18H33AlN2O3PS | the Open Molecules 2025 dataset | the ωB97M-V functional and the def2-TZVPD basis
O 3.56814 -1.65556 2.32045
P 3.22440 -0.67210 3.52333
O 4.65280 0.26924 3.85160
O 2.77620 -1.72897 4.87882
C 1.72238 0.46680 3.21713
Al 2.10307 2.07738 1.98376
C 3.72555 1.73116 0.70790
C 3.21231 0.58303 -0.34514
C 4.36566 -0.00458 -1.35084
C 3.55265 -0.63170 -2.67006
C 2.25694 -1.50741 -2.14354
C 1.75112 -2.66894 -3.18393
C 0.28816 -3.22253 -2.59208
C -0.91005 -2.11395 -2.79153
C -1.28249 -1.29372 -1.38458
C -2.80269 -1.60012 -0.85224
C -3.89112 -0.45514 -1.29357
C -3.68958 1.00606 -0.56689
N -4.77142 1.36923 0.42646
C -4.67059 2.78266 0.98745
C -5.93415 3.00972 2.02023
C -6.77428 1.60183 1.99242
C -5.95443 0.60646 0.98024
N 2.19472 3.77385 2.88797
C 1.16368 4.54503 2.34248
S -0.24694 5.32358 1.72672
H 4.79681 0.21428 4.84895
H 2.20747 -2.49179 4.50933
H 1.29145 0.76097 4.27348
H 0.89060 -0.21006 2.69454
H 0.83375 2.16901 0.99257
H 4.67730 1.33758 1.30974
H 4.02444 2.74628 0.16376
H 2.40142 1.11233 -1.04183
H 2.67120 -0.25055 0.31211
H 5.16232 0.78196 -1.69380
H 4.97342 -0.89440 -0.84701
H 3.09495 0.31400 -3.22838
H 4.25475 -1.20190 -3.41262
H 1.37780 -0.72026 -1.99415
H 2.43151 -2.00780 -1.07499
H 2.53312 -3.54261 -3.25999
H 1.52195 -2.14614 -4.22343
H -0.04205 -4.20872 -3.15625
H 0.48467 -3.53201 -1.47773
H -1.90050 -2.54267 -3.25238
H -0.47000 -1.28642 -3.52710
H -0.54671 -1.63938 -0.51641
H -1.14560 -0.12779 -1.49935
H -3.14602 -2.60807 -1.38276
H -2.87618 -1.76973 0.31359
H -3.79923 -0.28782 -2.46892
H -4.96265 -0.92672 -1.12875
H -2.58892 1.10888 -0.13085
H -3.74842 1.82608 -1.43234
H -3.88196 3.61305 0.74667
H -6.18715 3.98066 2.64857
H -7.75942 1.35842 2.57560
H -6.20421 -0.51998 0.68763
```

These are the Löwdin partial charges, in e, on atoms 1 to 2: O -0.426; P 0.648

***

4.
A gas-phase ion, C13H21N2O2 (charge +1) at a distorted geometry, computed with the ωB97M-V functional and the def2-TZVPD basis.

As for the total energy: -20890.330 eV. As for the total charge: +1. The orbital gap comes out at 0.2414 Eh. The LUMO energy is -3.71 eV.

XYZ file:
```
38
C13H21N2O2 | the Open Molecules 2025 dataset | the ωB97M-V functional and the def2-TZVPD basis
C 4.87689 0.73934 1.11933
C 4.33273 0.88169 -0.29847
N 2.96394 0.41277 -0.39281
C 2.12789 1.13052 -1.33321
C 1.51650 2.36873 -0.67998
C 2.79220 -1.01556 -0.33285
C 1.95667 -1.42688 0.89522
O 0.65320 -0.84564 0.87081
C -0.24088 -1.38228 0.05499
O -0.06774 -2.34952 -0.64340
C -1.54894 -0.64952 0.09973
C -2.58585 -1.12237 -0.70222
C -3.81368 -0.48902 -0.69951
C -3.98922 0.62128 0.11213
N -5.31040 1.30370 0.12336
C -2.97055 1.10801 0.91394
C -1.74384 0.46698 0.90684
H 4.94587 -0.30493 1.41267
H 4.22635 1.25579 1.82001
H 5.87005 1.17620 1.17743
H 4.34324 1.93742 -0.57278
H 4.98984 0.34504 -1.00236
H 2.69668 1.42982 -2.22650
H 1.31935 0.47237 -1.66347
H 0.95718 2.07790 0.20529
H 2.29296 3.06641 -0.37995
H 0.84955 2.87133 -1.37621
H 2.29663 -1.40435 -1.22986
H 3.75980 -1.51527 -0.24309
H 2.41092 -1.04752 1.81006
H 1.86619 -2.51679 0.92662
H -2.40708 -1.99037 -1.31800
H -4.61800 -0.85602 -1.31840
H -5.27238 2.11871 0.75084
H -5.56393 1.62039 -0.82310
H -6.04661 0.66309 0.45253
H -3.12407 1.97420 1.54026
H -0.93764 0.82434 1.52610
```

These are the Löwdin partial charges, in e, on atoms 1 to 2: C -0.080; C -0.249

***

Result set for ΔE to the lowest compared entry with this formula, charge and spin: 62.88; 20.98; 327.64; 40.30 kcal per mole, one per record in the order listed.